No. 1
This record from the OMol25 dataset describes a cluster of 4 separate species, C25H43Cl8N4O2 in total. The level of theory is the ωB97M-V functional and the def2-TZVPD basis.

Computed properties:
* frontier orbital gap: 7.6 eV
* charge: +1
* E: -5028.82997 a.u.
* E_HOMO: -0.4381 hartree

```
82
Properties=species:S:1:pos:R:3:lowdin_charge:R:1
C 1.58 5.53 0.02 0.053
C 1.59 4.96 -1.16 -0.097
C 1.46 4.23 -2.61 -0.182
C 0.35 3.06 -2.44 -0.190
C 1.02 1.58 -2.15 -0.136
N 0.11 0.87 -1.23 -0.104
C -0.79 -0.13 -1.79 -0.576
Cl -0.38 -1.84 -2.34 0.681
C -2.18 0.25 -1.98 -0.521
C -3.31 -0.75 -2.58 -0.113
Cl -2.80 1.95 -1.54 0.612
C 0.57 0.66 0.14 -0.087
N -0.27 1.27 1.18 0.097
C -1.44 0.46 1.60 -0.354
C -2.01 1.13 2.98 -0.037
C -1.22 -1.13 1.72 -0.200
C -2.71 -1.79 1.96 -0.132
N 1.69 -0.04 0.47 0.025
C 2.17 -0.19 1.91 -0.135
C 2.86 1.17 2.48 -0.055
N 2.51 -0.62 -0.49 0.040
C 2.42 -2.09 -0.57 -0.340
C 1.56 -3.09 0.34 -0.015
O 3.08 -2.64 -1.53 0.020
C 3.92 -0.16 -0.43 -0.288
C 5.13 -1.05 0.23 0.001
O 4.28 0.99 -0.86 0.053
H 1.38 5.84 1.11 -0.018
H 2.48 3.82 -2.95 0.113
H 1.11 5.02 -3.38 0.123
H -0.27 3.31 -1.50 0.085
H -0.40 3.02 -3.32 0.112
H 2.08 1.79 -1.76 0.116
H 1.04 1.03 -3.16 0.148
H -4.29 -0.18 -2.73 0.083
H -3.44 -1.58 -1.77 0.078
H -2.88 -1.23 -3.53 0.080
H 0.26 1.71 1.95 0.104
H -2.31 0.60 0.83 0.106
H -1.17 1.52 3.66 0.085
H -2.73 0.44 3.56 0.088
H -2.65 2.05 2.65 0.104
H -0.81 -1.65 0.78 0.075
H -0.61 -1.46 2.67 0.114
H -2.90 -2.68 1.25 -0.012
H -3.53 -1.01 1.74 0.086
H -2.80 -2.22 3.03 0.082
H 1.31 -0.44 2.63 0.120
H 2.94 -1.05 2.02 0.129
H 3.00 1.09 3.63 0.110
H 2.32 2.14 2.17 0.086
H 3.92 1.23 2.03 0.086
H 1.08 -2.62 1.27 0.054
H 0.75 -3.69 -0.24 0.098
H 2.30 -3.89 0.74 0.120
H 4.76 -1.78 1.04 0.086
H 6.03 -0.40 0.54 0.108
H 5.52 -1.73 -0.64 0.112
Cl -0.04 6.16 3.19 0.541
C -0.84 7.21 1.98 -0.667
C -1.66 8.30 2.63 -0.660
Cl -3.09 7.66 3.48 0.542
H -1.45 6.57 1.34 0.073
H -0.05 7.65 1.37 0.063
H -2.02 8.99 1.87 0.077
H -1.07 8.87 3.35 0.073
Cl 1.00 -4.41 -6.29 0.550
C 1.29 -4.37 -4.53 -0.682
C 2.76 -4.50 -4.18 -0.674
Cl 3.40 -6.12 -4.55 0.549
H 0.70 -5.17 -4.07 0.070
H 0.90 -3.41 -4.17 0.008
H 2.90 -4.34 -3.11 0.038
H 3.36 -3.76 -4.72 0.075
Cl -4.66 -3.84 0.21 0.581
C -4.27 -5.52 0.66 -0.635
C -4.95 -5.95 1.94 -0.651
Cl -4.29 -5.10 3.36 0.546
H -3.18 -5.61 0.73 0.070
H -4.61 -6.15 -0.17 0.076
H -4.80 -7.01 2.11 0.077
H -6.03 -5.76 1.91 0.073
```



No. 2
This record from the OMol25 dataset describes a structure of composition C21H41N5NiO6P. The level of theory is the ωB97M-V functional and the def2-TZVPD basis.

Computed properties:
* frontier orbital gap (spin up / spin down): 9.4 / 9.9 eV
* charge: +1
* energy above the lowest of the compared OMol25 structures with the same formula, charge and spin: 0.000 eV
* E: -3399.74536 a.u.
* multiplicity: 3
* E_HOMO (spin up / spin down): -0.4371 / -0.4565 hartree

```
75
Properties=species:S:1:pos:R:3:lowdin_spin:R:1
Ni 0.75 -0.87 1.14 1.702
C 1.11 -3.22 2.74 0.002
C 2.39 -3.23 1.91 0.003
N 2.32 -2.27 0.79 0.043
C 3.52 -1.43 0.62 0.003
C 3.64 -0.43 1.78 0.004
N 2.34 0.20 2.06 0.049
C 1.95 0.27 3.48 0.003
C 1.58 -1.12 3.98 0.003
N 0.70 -1.83 3.03 0.045
H 1.26 -3.80 3.65 0.001
H 0.30 -3.68 2.18 0.000
H 2.57 -4.25 1.54 0.001
H 3.25 -2.98 2.53 0.000
H 2.15 -2.77 -0.08 0.000
H 3.40 -0.88 -0.32 0.000
H 4.44 -2.03 0.56 0.001
H 4.40 0.31 1.53 0.001
H 3.99 -0.93 2.68 0.000
H 2.29 1.13 1.65 0.000
H 1.09 0.93 3.53 0.000
H 2.75 0.69 4.11 0.001
H 1.10 -1.03 4.96 0.001
H 2.48 -1.72 4.14 0.000
H -0.25 -1.81 3.36 0.001
C 2.69 3.00 -0.33 0.000
C 1.27 3.56 -0.34 0.000
C 1.24 4.97 0.24 0.000
C 0.68 3.53 -1.73 0.001
O 0.47 2.76 0.60 0.002
P -0.21 1.36 0.30 0.007
O 0.71 0.45 -0.50 0.040
O -0.52 0.72 1.63 0.045
O -1.50 1.63 -0.57 0.002
C -2.78 2.17 -0.09 0.001
C -3.56 1.03 0.54 0.000
C -3.46 2.67 -1.35 0.000
C -2.56 3.30 0.90 0.001
H 3.33 3.60 -0.97 0.000
H 2.69 1.97 -0.69 0.000
H 3.10 3.04 0.69 0.000
H 1.85 5.63 -0.36 0.000
H 1.62 4.97 1.26 0.000
H 0.22 5.35 0.25 0.000
H 1.27 4.17 -2.39 0.000
H -0.35 3.91 -1.73 0.000
H 0.67 2.52 -2.14 0.000
H -3.71 0.23 -0.19 0.000
H -4.54 1.39 0.86 0.000
H -3.03 0.64 1.41 0.000
H -3.57 1.86 -2.07 0.000
H -2.88 3.47 -1.81 0.000
H -4.45 3.06 -1.11 0.000
H -2.03 2.95 1.79 0.000
H -3.52 3.70 1.20 0.000
H -1.98 4.11 0.45 0.000
O -1.40 -1.89 -6.36 0.000
C -1.76 -3.10 -5.75 0.000
N -2.07 -2.94 -4.34 0.000
C -1.08 -2.98 -3.41 0.000
O 0.09 -3.18 -3.68 0.000
C -1.49 -2.73 -1.98 0.001
C -2.74 -3.01 -1.46 -0.002
C -2.97 -2.76 -0.11 0.002
C -1.94 -2.26 0.65 0.002
N -0.73 -2.01 0.16 0.034
C -0.52 -2.23 -1.13 0.001
H -0.48 -1.69 -6.13 0.000
H -0.96 -3.84 -5.82 0.000
H -2.65 -3.46 -6.26 0.000
H -2.94 -2.50 -4.10 0.000
H -3.53 -3.42 -2.08 0.000
H -3.94 -2.96 0.33 0.000
H -2.09 -2.04 1.70 0.000
H 0.46 -1.98 -1.53 0.000
```



No. 3
This record from the OMol25 dataset describes the ion C3H14N9 with charge +1. The level of theory is the ωB97M-V functional and the def2-TZVPD basis.

Computed properties:
* frontier orbital gap: 9.4 eV
* charge: +1
* energy above the lowest of the compared OMol25 structures with the same formula, charge and spin: 0.739 eV
* E: -615.20989 a.u.
* structure (SMILES): N/N=C(\N)N[C@H](N)N(N)C(N)=[NH2+]
* E_HOMO: -0.4381 hartree

```
26
Properties=species:S:1:pos:R:3:nbo_charge:R:1
N -2.57 0.40 0.35 -0.628
N -1.19 0.51 0.18 -0.344
C -0.57 1.59 0.23 0.554
N -1.22 2.77 0.41 -0.842
N 0.81 1.61 0.17 -0.636
C 1.50 0.39 0.52 0.265
N 2.97 0.40 0.21 -0.837
N 0.95 -0.67 -0.19 -0.324
N 1.62 -1.19 -1.31 -0.675
C -0.23 -1.24 0.16 0.745
N -0.86 -2.09 -0.63 -0.773
N -0.65 -1.43 1.51 -0.831
H -2.82 1.23 0.89 0.356
H -2.67 -0.41 0.86 0.363
H -0.58 3.57 0.62 0.399
H -2.07 3.01 -0.14 0.428
H 1.19 2.60 0.51 0.409
H 1.50 0.25 1.59 0.174
H 3.62 0.88 0.84 0.398
H 3.04 0.71 -0.79 0.377
H 2.42 -1.80 -1.11 0.402
H 1.57 -0.72 -2.17 0.380
H -0.83 -2.07 -1.64 0.436
H -1.68 -2.60 -0.27 0.412
H -0.02 -1.05 2.18 0.399
H -0.92 -2.40 1.58 0.393
```



No. 4
This record from the OMol25 dataset describes a structure of composition C8H12ClN2O. The level of theory is the ωB97M-V functional and the def2-TZVPD basis.

Computed properties:
* frontier orbital gap: 10.6 eV
* charge: +1
* energy above the lowest of the compared OMol25 structures with the same formula, charge and spin: 2.484 eV
* E: -956.63920 a.u.
* E_HOMO: -0.4787 hartree

```
24
Properties=species:S:1:pos:R:3:nbo_charge:R:1
C 2.76 -1.68 -0.08 -0.074
C 3.42 -0.49 -0.09 0.040
C 1.20 -0.15 -0.14 0.364
C -1.78 -1.54 -0.08 -0.400
C -2.80 -0.40 0.14 -0.383
C -1.57 -0.14 -0.62 -0.335
C 2.64 1.90 0.11 -0.421
C -0.56 0.74 0.01 0.267
N 2.37 0.48 -0.11 -0.327
N 1.42 -1.48 -0.15 -0.508
O -0.39 1.94 -0.51 -0.657
Cl 5.00 0.00 -0.05 0.151
H 3.28 -2.61 -0.04 0.252
H -1.01 -1.78 0.74 0.208
H -1.98 -2.32 -0.75 0.238
H -3.57 -0.57 -0.62 0.236
H -3.09 -0.05 1.09 0.245
H -1.75 0.22 -1.67 0.228
H 1.80 2.39 -0.15 0.237
H 2.63 2.01 1.17 0.223
H 3.51 2.38 -0.36 0.254
H -0.58 0.81 1.19 0.217
H 0.78 -2.26 -0.26 0.458
H -0.84 1.99 -1.30 0.489
```



Question: E of number 2 (C21H41N5NiO6P)?
Answer: -3399.74536 a.u.